Entry from the OMol25 dataset: a molecular structure, C13H18N6OPdS at a distorted geometry (ωB97M-V with the def2-TZVPD basis set).

XYZ file:
```
40
Properties=species:S:1:pos:R:3:mulliken_spin:R:1
Pd -1.04 1.12 0.99 1.28
C 3.00 2.89 0.02 0.01
C 1.56 2.54 0.16 0.00
N 0.94 2.26 1.26 0.10
N 1.43 2.34 2.51 0.02
C 0.60 2.11 3.57 -0.01
N 1.07 2.28 4.80 0.01
S -1.01 1.61 3.35 0.34
C 0.68 2.55 -1.02 0.00
C 1.12 2.90 -2.30 0.00
C 0.18 3.06 -3.32 0.00
C -1.16 2.89 -3.04 0.00
C -1.53 2.48 -1.76 0.01
N -0.63 2.31 -0.80 0.13
H 3.54 2.87 0.97 0.00
H 3.10 3.88 -0.41 0.00
H 3.48 2.18 -0.65 0.00
H 2.37 2.71 2.67 0.00
H 1.99 2.64 5.00 0.00
H 0.46 2.12 5.59 0.00
H 2.16 3.06 -2.50 0.00
H 0.51 3.34 -4.31 0.00
H -1.92 3.06 -3.79 0.00
H -2.57 2.30 -1.49 0.00
N -1.88 -0.73 0.47 0.05
C -1.70 -1.88 0.41 0.01
N -1.50 -3.14 0.37 0.04
C -0.17 -3.70 0.56 0.00
C 0.30 -4.29 -0.78 0.00
O -0.62 -5.24 -1.23 0.00
C -1.89 -4.71 -1.45 0.00
C -2.46 -4.10 -0.15 0.00
H -0.24 -4.50 1.30 0.00
H 0.52 -2.93 0.91 0.00
H 1.25 -4.81 -0.65 0.00
H 0.43 -3.48 -1.52 0.00
H -2.52 -5.54 -1.78 0.00
H -1.87 -3.93 -2.23 0.00
H -2.57 -4.89 0.60 0.00
H -3.42 -3.62 -0.33 0.00
```

* molecular weight: 412.8 g/mol
* energy: -39059.777 eV
* expectation value of S²: 2.0083
* relative energy (zero: lowest compared OMol25 entry of this formula, charge and spin): 8.6 kcal per mole
* spin multiplicity: 3
* lowest unoccupied orbital energy (alpha / beta): -6.95 / -8.88 eV
* total charge: +2
* frontier orbital gap (alpha / beta): 7.73 / 5.78 eV